(1)
# C35H50BeCaFK2LiN6O20P2S2

A structure of composition C35H50BeCaFK2LiN6O20P2S2 in a non-equilibrium geometry (ωB97M-V/def2-TZVPD, the OMol25 dataset).

Calculated values
M = 1154.1 g/mol
E = -6674.6381 Ha
charge = +2
max |F| = 6.1 eV/A

Each line ends with the Löwdin charge.
Atoms and positions in Å:
C  0.7142  2.9810  4.6524  -0.04
C  0.4596  2.5748  3.0925  -0.27
O  -0.8336  3.1034  2.7569  -0.07
C  -0.9042  3.3716  1.3340  -0.05
C  -0.8380  4.8243  0.7909  -0.11
N  -0.7091  6.0709  1.5835  0.00
C  -2.0137  6.5505  2.1132  -0.35
C  -2.3753  8.0937  1.7899  0.00
O  -2.8348  5.8698  2.7487  0.12
C  0.3399  6.0076  2.6015  -0.33
C  1.8988  5.7803  2.3208  -0.06
O  -0.0257  6.1120  3.8051  0.09
C  -0.9569  5.0128  -0.7745  -0.46
S  -0.8696  6.7492  -1.4333  0.71
C  -1.1386  3.7635  -1.6550  -0.35
P  -1.3397  4.0165  -3.5393  0.85
P  0.3179  2.9340  -4.4642  0.41
O  -0.1950  1.7410  -5.2669  -0.38
O  1.4034  2.5173  -3.2164  -0.26
O  1.1258  4.0262  -5.4995  -0.22
C  -1.1838  2.2837  -1.1030  -0.18
N  -1.3620  1.2546  -2.0796  0.13
C  -1.3503  0.0027  -1.4152  -0.09
C  -1.5371  -1.2814  -2.3772  -0.11
C  -2.8983  -0.9758  -3.2104  -0.12
C  -3.3010  -2.2182  -4.1756  -0.38
O  -2.5294  -2.1946  -5.3970  -0.12
C  -1.1804  -0.2418  0.1109  -0.08
C  -1.1377  -1.7234  0.7430  -0.10
C  0.1587  -2.4990  0.1434  -0.18
C  1.2802  -2.8253  1.2361  -0.16
C  2.5609  -1.8595  1.2067  -0.20
N  2.9473  -1.3603  -0.1471  -0.13
C  3.7665  -0.1319  0.0555  -0.11
C  3.6296  -2.3745  -0.9490  -0.38
C  4.1543  -1.9828  -2.4288  -0.01
O  3.8149  -3.5668  -0.6050  0.05
N  -1.0524  0.8186  1.0416  0.14
C  -1.0515  2.1038  0.4123  -0.09
H  1.3210  2.1630  5.1777  0.02
H  1.2183  4.0082  4.7464  0.07
H  -0.3385  3.0108  5.1244  0.13
H  1.2744  2.9841  2.3927  -0.01
H  0.5187  1.4301  3.0367  0.11
H  -1.3663  8.6242  1.5979  0.09
H  -2.9860  8.2064  0.8347  0.09
H  -2.8401  8.6268  2.6819  0.10
H  2.0016  4.9155  1.5687  -0.08
H  2.3415  6.7719  1.9373  0.14
H  2.4370  5.4501  3.3174  0.05
H  -0.0301  6.7623  -2.5546  -0.11
H  -1.2356  5.4087  -3.8683  -0.10
H  1.1521  1.6374  -2.8559  0.05
H  2.0851  3.8091  -5.3738  0.08
H  -1.7458  -2.2399  -1.8041  0.10
H  -0.6647  -1.4100  -3.1036  0.13
H  -3.7242  -0.9696  -2.3994  0.11
H  -2.8515  -0.0006  -3.7924  0.12
H  -4.4211  -2.0459  -4.4921  -0.04
H  -3.2815  -3.2282  -3.6112  0.02
H  -3.1123  -1.7325  -6.0516  0.04
H  -2.0832  -2.3237  0.5072  0.10
H  -0.9756  -1.6274  1.8748  0.11
H  -0.2362  -3.5192  -0.2279  0.12
H  0.5302  -1.9561  -0.7849  0.09
H  1.6554  -3.9008  1.1412  0.12
H  0.8456  -2.7495  2.3038  0.11
H  3.4615  -2.4560  1.6209  0.14
H  2.4032  -0.9926  1.9330  0.10
H  4.0370  0.4098  -0.9109  0.09
H  3.1051  0.6102  0.6552  0.05
H  4.7027  -0.3293  0.6995  0.12
H  3.4256  -2.3532  -3.2434  0.10
H  5.1708  -2.4501  -2.6610  0.10
H  4.2423  -0.8565  -2.5835  0.06
F  3.2858  4.8544  4.7771  -0.62
Li  1.4418  0.4032  5.1407  0.77
O  -6.2667  -2.1945  -1.0383  -0.52
S  -5.2351  -1.8291  -0.0353  0.17
O  -3.9681  -2.5274  -0.3769  -0.45
O  -5.6848  -2.2450  1.3045  -0.38
O  -5.0179  -0.3727  -0.0601  -0.38
K  -4.8676  -4.2830  -3.8899  0.74
Ca  3.0358  3.5345  1.7635  1.62
C  -0.8436  -3.6957  -8.8851  -0.06
C  -1.5772  -4.0624  -10.1612  -0.21
O  -1.7227  -5.4839  -10.2756  0.04
C  -2.7153  -6.0230  -9.5548  -0.59
O  -3.4864  -5.4228  -8.8424  0.10
O  -2.6913  -7.3522  -9.7438  0.01
C  -3.6530  -8.0652  -8.9701  -0.05
H  0.1057  -4.2334  -8.8196  0.08
H  -0.6473  -2.6222  -8.8467  0.08
H  -1.4264  -3.9706  -8.0024  0.06
H  -0.9921  -3.7366  -11.0238  0.13
H  -2.5490  -3.5654  -10.2249  0.12
H  -4.6570  -7.6604  -9.1128  0.10
H  -3.3740  -8.0401  -7.9140  0.09
H  -3.6494  -9.1025  -9.3056  0.10
C  4.4034  -0.8187  7.9632  0.18
C  4.4713  -0.3012  6.6960  -0.35
C  5.8722  -0.2884  6.1101  -0.30
O  6.1358  0.0643  4.9720  0.12
C  6.9883  -0.7233  6.9703  0.24
C  6.9234  -1.2320  8.2500  -0.31
C  5.5058  -1.3429  8.7940  -0.30
O  5.2245  -1.8307  9.8693  0.17
O  7.8650  -1.5955  8.9671  0.20
O  3.5322  0.1413  5.9952  -0.03
H  3.4380  -0.8759  8.4550  0.15
H  7.9592  -0.6164  6.4974  0.16
C  -0.9369  -0.9784  8.6494  -0.70
O  -0.4228  -1.2312  7.5636  -0.02
N  -0.7404  0.1958  9.2974  0.16
N  -1.7444  -1.8518  9.2922  0.17
H  -1.1521  0.4202  10.1852  0.11
H  -0.1450  0.8728  8.8511  0.10
H  -1.9149  -2.7364  8.8422  0.12
H  -2.1749  -1.6660  10.1799  0.11
K  -7.2284  -4.8466  -1.4650  0.91
Be  -5.6937  -2.0791  -6.4723  0.53

(2)
# CH10O4

A cluster of 4 separate species, CH10O4 in total (ωB97M-V/def2-TZVPD, the OMol25 dataset).

Calculated values
M = 86.1 g/mol
E = -345.0214 Ha
max |F| = 0.9 eV/A
SMILES = CO.O.O.O
energy relative to the best compared isomer or geometry (same formula, charge and spin) = 89.2 kJ/mol

Each line ends with the Löwdin charge.
Atoms and positions in Å:
C  0.1797  -0.8614  2.3053  -0.16
O  -0.3599  -1.9993  2.9741  -0.13
H  1.0535  -0.4409  2.8084  0.07
H  -0.5789  -0.0853  2.1937  0.06
H  0.4409  -1.1966  1.3136  0.07
H  -0.9702  -1.6860  3.6507  0.07
O  0.7260  -0.6306  -3.0014  -0.05
H  1.6445  -0.7165  -3.2860  0.04
H  0.2548  -0.6617  -3.8428  0.04
O  1.7531  2.0205  -1.6002  -0.07
H  1.1808  1.2496  -1.4510  0.02
H  2.2262  1.6889  -2.3757  0.02
O  -2.2717  0.9542  0.3796  -0.06
H  -2.8709  0.4842  -0.2108  0.04
H  -2.4079  1.8810  0.1426  0.04

(3)
# C4H2FNOS

The molecule C4H2FNOS (ωB97M-V/def2-TZVPD, the OMol25 dataset).

Calculated values
M = 131.1 g/mol
E = -781.6281 Ha
max |F| = 0.9 eV/A
SMILES = N#C/C(F)=C/C(O)=S
energy relative to the best compared isomer or geometry (same formula, charge and spin) = 0.0 kJ/mol

Each line ends with the Löwdin charge.
Atoms and positions in Å:
N  -3.3790  -0.3131  -1.0476  0.18
C  -2.3038  -0.4290  -0.6480  -0.12
C  -0.9494  -0.5390  -0.1408  -0.26
F  -0.6399  -1.7485  0.3057  0.11
C  -0.0989  0.5034  -0.1601  -0.03
C  1.2942  0.5160  0.2821  -0.89
O  1.6581  -0.6438  0.8156  0.02
S  2.2804  1.7906  0.0642  0.75
H  -0.4639  1.4433  -0.5444  0.12
H  2.6022  -0.5799  1.0734  0.12

(4)
# C25H24Cl2N5O5SbV

A structure of composition C25H24Cl2N5O5SbV in a non-equilibrium geometry (ωB97M-V/def2-TZVPD, the OMol25 dataset).

Calculated values
M = 718.1 g/mol
2S+1 = 3
E = -3721.4432 Ha
charge = +1
max |F| = 2.1 eV/A
energy relative to the best compared isomer or geometry (same formula, charge and spin) = 53.9 kJ/mol

Each line ends with the Löwdin charge.
Atoms and positions in Å:
V  0.5837  0.2425  0.4569  0.91
C  -0.6160  -1.1958  -3.9084  -0.04
C  -1.0095  -2.1807  -2.8425  -0.33
C  -1.1832  -3.5313  -3.1434  -0.01
C  -1.6230  -4.3953  -2.1595  -0.05
C  -1.8763  -3.8886  -0.8920  -0.13
C  -1.6463  -2.5383  -0.6684  -0.47
N  -1.2178  -1.7000  -1.6152  0.08
Sb  -2.1911  -1.8393  1.2961  1.59
C  -2.4312  0.1904  0.5798  -0.41
C  -3.7004  0.7166  0.6710  -0.11
C  -3.9824  1.9432  0.0750  -0.03
C  -3.0008  2.5507  -0.6651  -0.01
C  -1.7276  1.9895  -0.7469  -0.27
C  -0.7221  2.6332  -1.6584  -0.02
N  -1.4240  0.8647  -0.0703  0.00
C  -0.6668  -1.0739  2.6870  -0.41
C  -0.5627  -1.6882  3.9184  -0.10
C  0.1162  -1.0330  4.9362  -0.03
C  0.5632  0.2549  4.7211  -0.01
C  0.4505  0.8326  3.4637  -0.28
C  0.8736  2.2549  3.2416  0.00
N  -0.0784  0.1285  2.4358  -0.02
H  0.1424  -1.6094  -4.5755  0.08
H  -0.2380  -0.2762  -3.4605  0.04
H  -1.4845  -0.9425  -4.5203  0.09
H  -0.9765  -3.8895  -4.1442  0.12
H  -1.7710  -5.4467  -2.3727  0.12
H  -2.2354  -4.5323  -0.0978  0.09
H  -4.4703  0.1709  1.2009  0.09
H  -4.9666  2.3872  0.1567  0.12
H  -3.1982  3.4647  -1.2097  0.13
H  -1.2549  3.0645  -2.5051  0.10
H  0.0143  1.9254  -2.0317  0.04
H  -0.1797  3.4335  -1.1554  0.09
H  -1.0133  -2.6586  4.0781  0.10
H  0.2585  -1.5085  5.8993  0.12
H  1.0118  0.8286  5.5222  0.13
H  0.8102  2.8014  4.1805  0.09
H  0.2360  2.7389  2.5052  0.09
H  1.9044  2.3253  2.8938  0.08
O  2.8185  3.3891  -0.3388  0.14
C  2.4691  2.3539  0.1377  -0.53
O  1.2089  1.8986  0.1574  -0.23
C  3.3693  1.3869  0.8662  -0.21
C  4.7003  1.6397  1.0940  0.03
C  5.4117  0.7281  1.8660  -0.02
C  4.7538  -0.3763  2.3752  -0.01
C  3.4096  -0.5529  2.0881  -0.09
N  2.7242  0.3081  1.3390  0.06
H  5.1443  2.5337  0.6779  0.13
H  6.4605  0.8883  2.0804  0.12
H  5.2695  -1.1081  2.9821  0.12
H  2.8687  -1.4067  2.4740  0.12
Cl  2.6797  1.7413  -3.5690  0.59
C  3.3249  0.2459  -2.9225  -0.91
Cl  2.2061  -0.5440  -1.7676  0.68
H  4.2437  0.4590  -2.3918  0.03
H  3.4754  -0.4611  -3.7262  0.03
O  2.5272  -2.9088  0.5456  0.09
N  1.3461  -2.7990  0.7216  -0.47
O  0.5967  -3.6233  1.1851  0.07
O  0.7889  -1.5993  0.4850  -0.34